Below is a 5-piece molecular cluster, CH11O4S overall, with properties calculated with wB97M-V/def2-TZVPD.

```
! RIJCOSX wB97M-V def2-TZVPD def2/J DEFGRID3
* xyz 0 2
H -2.237 0.090 1.850
H -1.616 -0.798 2.979
O -1.086 -0.948 -0.348
O -2.419 -0.413 2.632
H 2.224 -1.634 -0.005
C 2.696 -0.861 -0.601
H -1.077 -1.698 -0.946
H -4.396 -0.052 2.930
O -5.335 -0.012 3.145
H -5.415 -0.699 3.814
S 1.677 0.588 -0.863
H -0.215 -0.529 -0.460
H 3.655 -0.612 -0.135
H 3.568 0.976 -2.694
H 3.229 2.253 -3.458
O 3.584 1.367 -3.573
H 3.029 -1.214 -1.577
*
```

energy above the lowest of the compared OMol25 structures with the same formula, charge and spin = 0.0972 eV
HOMO-LUMO gap (alpha / beta) = 10.758 / 7.171 eV
HOMO energy (alpha / beta) = -10.428 / -10.043 eV

---

Below is a 5-piece molecular cluster, CH11O4S overall, with properties calculated with wB97M-V/def2-TZVPD.

```
! RIJCOSX wB97M-V def2-TZVPD def2/J DEFGRID3
* xyz 0 2
H 0.960 0.850 1.820
O 0.289 0.328 2.266
O -1.894 3.177 1.440
H -0.263 1.949 3.409
C 2.045 -0.585 -2.252
H 0.026 -0.331 1.615
H 2.951 -0.106 -1.901
H -1.047 2.816 1.172
H -2.598 2.526 1.419
H 1.899 -0.495 -3.322
O -0.591 2.447 4.164
O -1.403 -5.045 -3.230
S 0.597 0.081 -1.335
H -1.008 -4.180 -3.039
H -0.886 3.302 3.851
H 1.940 -1.630 -1.959
H -1.017 -5.104 -4.118
*
```

energy above the lowest of the compared OMol25 structures with the same formula, charge and spin = 0.3992 eV
HOMO-LUMO gap (alpha / beta) = 10.354 / 7.114 eV
HOMO energy (alpha / beta) = -10.161 / -9.750 eV

---

Below is a 5-piece molecular cluster, CH12N2O4 overall, with properties calculated with wB97M-V/def2-TZVPD.

```
! RIJCOSX wB97M-V def2-TZVPD def2/J DEFGRID3
* xyz 0 1
H -0.807 -0.863 1.560
H 2.588 1.767 0.994
N 0.327 1.429 -1.902
H -0.124 2.126 -2.467
H 0.554 -1.487 1.651
H 3.209 -1.328 -0.771
H 0.362 -1.613 -1.985
H 1.201 1.675 -1.455
H 3.033 1.122 -0.277
O -0.356 -1.653 1.878
N 0.393 -0.810 -1.367
H -1.205 0.111 -2.325
O 2.780 -0.734 -0.164
O 2.634 1.961 0.049
H -4.808 0.100 2.956
O -5.549 -0.308 2.480
H -5.087 -0.775 1.764
C -0.250 0.225 -1.820
H 1.827 -0.691 -0.484
*
```

energy above the lowest of the compared OMol25 structures with the same formula, charge and spin = 1.3883 eV
HOMO-LUMO gap = 9.672 eV
HOMO energy = -9.341 eV

---

Below is a 5-piece molecular cluster, CH12N2O5 overall, with properties calculated with wB97M-V/def2-TZVPD.

```
! RIJCOSX wB97M-V def2-TZVPD def2/J DEFGRID3
* xyz 0 1
C -1.073 -0.969 0.306
H 1.095 2.124 1.420
H 0.526 1.948 2.813
O 1.995 -2.259 -0.531
H 0.519 0.407 -2.948
H -1.317 -2.439 1.771
O -0.295 0.872 -2.774
H -0.911 0.328 -2.264
H 1.429 -1.457 -0.506
O 1.330 1.788 2.291
H -2.785 -0.195 1.336
O -0.363 -0.668 -0.657
H 2.349 -2.215 0.360
H -2.512 0.298 -0.166
H -0.015 -2.672 0.756
O 0.927 2.315 -0.676
N -2.046 -0.045 0.662
H 0.224 1.993 -1.277
N -0.741 -2.033 1.053
H 1.663 2.878 -0.970
*
```

energy above the lowest of the compared OMol25 structures with the same formula, charge and spin = 0.6541 eV
HOMO-LUMO gap = 10.923 eV
HOMO energy = -10.597 eV

---

Q: Which formula does entry 2 have?
A: CH11O4S

---

Q: The highest energy above the lowest of the compared OMol25 structures with the same formula, charge and spin belongs to which entry?
A: CH12N2O4